24
Properties=species:S:1:pos:R:3:mulliken_charge:R:1 method="wB97M-V/def2-TZVPD" total_charge=0 smiles=CCCC[Si@@](C)(I)OC relative_energy_kcal_mol=34.6 homo_energy_ev=-9.14 gap_ev=9.8
C 2.518 2.133 -0.928 -1.276
C -0.682 -1.668 -2.036 -0.598
C -2.023 -2.199 1.979 -1.042
C 1.714 1.743 0.335 -0.504
C 0.477 0.998 -0.150 -0.082
C -0.219 0.348 1.059 -0.804
O -1.175 -1.928 -0.733 -0.325
Si -1.523 -0.920 0.526 0.541
I -3.455 0.590 0.090 -0.223
H 3.237 2.868 -0.695 0.409
H 2.962 1.238 -1.242 0.333
H 1.824 2.480 -1.642 0.333
H -0.950 -0.643 -2.366 0.316
H -1.115 -2.563 -2.467 0.266
H 0.476 -1.730 -1.986 0.192
H -2.511 -3.046 1.333 0.232
H -1.033 -2.486 2.328 0.319
H -2.649 -1.768 2.700 0.356
H 1.420 2.640 0.926 0.388
H 2.298 1.225 1.211 0.283
H -0.205 1.648 -0.711 0.269
H 0.937 0.100 -0.769 -0.044
H -0.650 1.283 1.488 0.296
H 0.327 -0.344 1.752 0.366

33
Properties=species:S:1:pos:R:3:mulliken_charge:R:1 method="wB97M-V/def2-TZVPD" total_charge=-3 homo_energy_ev=2.31 gap_ev=3.4
K 17.806 -25.128 10.150 0.961
S 19.748 -23.946 12.499 1.136
O 19.414 -23.162 11.319 -0.662
O 19.494 -25.383 12.270 -0.789
O 21.133 -23.726 12.971 -0.829
O 19.047 -23.481 13.730 -0.795
S 17.250 -22.369 7.298 1.005
O 17.355 -23.447 6.259 -0.757
O 17.466 -22.904 8.649 -0.649
O 18.218 -21.293 7.018 -0.779
O 15.844 -21.929 7.116 -0.812
C 20.082 -25.095 7.691 -1.302
C 19.261 -26.228 7.066 -0.367
N 18.652 -26.981 8.163 0.387
C 19.585 -27.728 9.019 -0.608
C 20.445 -28.761 8.296 -1.254
C 17.535 -27.881 7.793 -0.629
C 16.417 -27.058 7.144 -1.229
H 19.570 -24.493 8.440 0.206
H 20.623 -24.468 6.981 0.393
H 20.940 -25.516 8.234 0.361
H 18.571 -25.662 6.434 0.377
H 19.828 -26.908 6.417 0.176
H 19.053 -28.176 9.861 0.462
H 20.264 -27.031 9.513 0.333
H 20.926 -28.300 7.432 0.285
H 19.900 -29.643 7.957 0.269
H 21.280 -29.031 8.947 0.442
H 17.880 -28.619 7.054 0.265
H 17.215 -28.438 8.675 0.385
H 16.240 -26.126 7.681 0.266
H 16.618 -26.787 6.108 0.356
H 15.503 -27.659 7.118 0.397

22
Properties=species:S:1:pos:R:3:mulliken_charge:R:1 method="wB97M-V/def2-TZVPD" total_charge=0 relative_energy_kcal_mol=117.2 homo_energy_ev=-8.75 gap_ev=9.3
C 0.738 -0.594 0.845 -0.553
N 0.592 0.812 0.422 -0.424
C -0.119 1.615 1.413 -0.501
C -1.602 1.361 1.789 -1.090
C 0.147 -1.397 -0.239 -0.633
C 0.436 -0.199 -2.468 -1.213
C 0.900 -1.488 -1.541 -0.326
H 1.808 -0.815 0.804 0.372
H 0.291 -0.840 1.826 0.346
H -0.919 -1.055 -0.424 0.272
H 0.472 1.615 2.351 0.350
H 0.002 2.650 1.015 0.347
H -2.314 1.307 0.979 0.375
H -1.923 2.065 2.565 0.359
H -1.598 0.394 2.327 0.248
H -0.856 0.356 -0.348 0.049
H -0.005 -2.391 0.277 0.329
H 1.164 -0.071 -3.270 0.403
H -0.573 -0.409 -2.842 0.275
H 0.424 0.657 -1.811 0.414
H 0.979 -2.333 -2.255 0.320
H 1.955 -1.239 -1.416 0.282

22
Properties=species:S:1:pos:R:3:mulliken_charge:R:1 method="wB97M-V/def2-TZVPD" total_charge=0 smiles=CCCNCCC relative_energy_kcal_mol=65.5 homo_energy_ev=-7.93 gap_ev=9.1
C 2.153 -0.059 -0.931 -0.084
C 3.022 0.998 -1.648 -1.032
C 0.779 0.496 -0.700 -0.991
N -0.109 -0.628 -0.088 -0.300
C -0.831 -0.931 1.264 -0.663
C -2.311 -0.798 1.002 -0.437
C -2.697 0.762 1.156 -1.112
H 2.516 -0.514 0.041 0.313
H 1.875 -0.937 -1.543 0.241
H 3.975 1.312 -0.985 0.231
H 2.490 1.934 -1.855 0.361
H 3.533 0.590 -2.536 0.282
H 0.601 1.333 -0.013 0.408
H 0.360 0.596 -1.672 0.298
H -0.422 -1.128 -0.870 0.202
H -0.486 -1.946 1.613 0.288
H -0.548 -0.227 1.953 0.355
H -2.870 -1.452 1.785 0.273
H -2.413 -1.016 0.017 0.403
H -2.526 0.851 2.230 0.314
H -2.193 1.396 0.521 0.346
H -3.814 0.796 1.070 0.305

22
Properties=species:S:1:pos:R:3:mulliken_charge:R:1 method="wB97M-V/def2-TZVPD" total_charge=0 smiles=CCCNCCC relative_energy_kcal_mol=17.7 homo_energy_ev=-8.82 gap_ev=10.0
C -1.251 -0.569 -2.039 -0.618
C -1.863 0.816 -2.181 -1.028
C -0.220 -0.690 -0.937 -0.681
N -0.755 -0.305 0.365 -0.241
C 0.229 -0.433 1.424 -0.752
C 1.216 0.769 1.432 -0.194
C 2.601 0.375 1.892 -1.282
H -2.028 -1.319 -1.902 0.357
H -0.787 -0.917 -2.967 0.350
H -2.737 0.926 -1.541 0.272
H -1.219 1.659 -1.917 0.276
H -2.224 0.970 -3.207 0.344
H 0.572 0.030 -1.167 0.312
H 0.225 -1.694 -0.961 0.339
H -1.572 -0.879 0.544 0.239
H 0.854 -1.324 1.295 0.352
H -0.265 -0.382 2.394 0.373
H 1.181 1.312 0.478 0.247
H 0.806 1.571 2.069 0.321
H 3.224 0.025 1.060 0.297
H 2.573 -0.363 2.705 0.323
H 3.192 1.179 2.306 0.394

22
Properties=species:S:1:pos:R:3:mulliken_charge:R:1 method="wB97M-V/def2-TZVPD" total_charge=0 relative_energy_kcal_mol=217.7 homo_energy_ev=-6.20 gap_ev=4.9
C -0.504 2.819 0.595 0.128
C -1.883 3.057 0.019 -1.185
C 0.506 2.451 -0.348 -0.687
N -0.353 -0.411 0.914 -0.768
C 0.887 -0.736 0.887 -0.090
C 1.526 -1.919 0.256 -0.446
C 0.688 -2.471 -0.884 -1.000
H -0.118 1.645 0.517 0.242
H -0.314 3.619 1.321 0.315
H -2.160 2.209 -0.595 0.351
H -1.967 4.020 -0.686 0.269
H -2.773 2.981 0.693 0.345
H 0.394 2.461 -1.367 0.336
H 1.487 2.619 -0.020 0.303
H -1.834 -4.919 0.059 0.027
H 1.476 -0.457 1.754 0.429
H -1.155 -5.296 0.005 -0.028
H 2.035 -2.573 0.982 0.419
H 2.399 -1.398 -0.253 0.170
H 1.046 -3.456 -1.276 0.324
H -0.489 -2.328 -0.784 0.295
H 1.107 -1.918 -1.790 0.251

22
Properties=species:S:1:pos:R:3:mulliken_charge:R:1 method="wB97M-V/def2-TZVPD" total_charge=0 relative_energy_kcal_mol=157.7 homo_energy_ev=-6.53 gap_ev=5.5
C -0.302 -0.817 -0.369 -0.788
C -0.427 -1.532 1.665 -0.476
C 0.642 -2.630 1.752 -1.230
C 0.033 -0.198 0.905 -0.152
N -0.874 1.649 -1.089 -0.437
C -0.069 2.726 -0.614 -0.881
C -0.279 1.259 -2.325 -0.928
H -1.297 -0.610 -0.744 0.368
H 0.464 -1.101 -1.082 0.312
H -0.486 -1.162 2.701 0.339
H -1.352 -2.063 1.474 0.357
H 0.869 -3.057 0.775 0.334
H 1.616 -2.248 2.052 0.324
H 0.344 -3.434 2.416 0.361
H -0.501 0.684 1.237 0.273
H 1.044 0.137 1.038 0.360
H 0.965 2.323 -0.559 0.313
H -0.303 3.177 0.349 0.271
H -0.010 3.532 -1.356 0.349
H -0.792 0.556 -2.994 0.360
H 0.687 0.703 -2.260 0.242
H 0.028 2.104 -2.972 0.331

22
Properties=species:S:1:pos:R:3:mulliken_charge:R:1 method="wB97M-V/def2-TZVPD" total_charge=0 smiles=CC[C@@H](C)[C@H](C)N relative_energy_kcal_mol=47.2 homo_energy_ev=-9.21 gap_ev=10.3
C -1.534 -0.237 1.512 -1.510
C -1.208 -0.505 0.033 0.066
C 0.198 -0.061 -0.517 0.332
C 1.286 -1.211 -0.330 -1.280
C 0.535 1.360 -0.067 -0.755
C 1.621 2.049 -0.858 -1.238
N -1.625 -1.787 -0.390 -0.652
H -0.829 -0.864 2.085 0.361
H -1.177 0.767 1.667 0.354
H -2.435 -0.665 1.986 0.376
H -1.907 0.235 -0.519 0.269
H 0.121 -0.131 -1.485 0.401
H 0.913 -2.274 -0.584 0.364
H 2.201 -0.909 -0.999 0.298
H 1.709 -1.217 0.753 0.255
H -0.359 2.033 -0.180 0.308
H 0.682 1.291 0.960 0.528
H 1.174 2.324 -1.806 0.332
H 2.477 1.353 -1.012 0.276
H 2.078 2.866 -0.269 0.330
H -1.328 -2.357 0.434 0.302
H -2.592 -2.063 -0.414 0.283